C9H14O | ωB97M-V/def2-TZVPD

```
24
Properties=species:S:1:pos:R:3:forces:R:3:lowdin_charge:R:1
C 2.58470 -0.33767 -0.26482 0.9 -0.7 -0.2 -0.07
C 1.25823 -0.93713 -0.48945 -3.9 -0.3 -2.3 -0.28
C 0.48640 -1.61595 0.44692 2.3 0.4 1.5 -0.07
C -0.78308 -2.15087 0.30937 -0.3 -1.0 -0.7 -0.04
C -1.41528 -1.95009 -0.88518 0.4 1.6 -0.5 -0.34
O -2.59473 -2.42091 -1.33913 -0.6 -0.1 -0.7 0.06
C -0.81764 -1.06729 -1.81666 -0.4 -0.9 -0.1 -0.03
C 0.49622 -0.68287 -1.72371 1.3 -0.5 1.7 -0.03
H 2.57146 0.09258 0.74538 0.6 0.2 -0.4 0.08
H 2.78484 0.36617 -1.07146 -0.1 0.6 0.4 0.07
H 3.42580 -1.05816 -0.39634 -0.6 0.2 0.6 0.09
H 1.00197 -1.75064 1.40423 -0.3 -0.2 -0.1 0.11
H -1.18230 -2.88870 0.99001 0.0 0.3 0.5 0.11
H -3.16317 -2.92190 -0.76283 0.2 -0.2 0.8 0.11
H -1.51101 -0.84712 -2.61958 0.6 0.2 -0.5 0.12
H 1.03206 -0.28835 -2.57630 -0.2 0.6 0.0 0.10
C -0.14192 2.58386 0.62754 -0.6 -0.2 -2.0 -0.17
C -0.92660 2.49016 1.93098 0.7 0.4 0.8 -0.16
H 0.89264 2.29830 0.52749 0.6 -0.3 1.2 0.04
H -0.55734 1.96647 -0.19702 -0.3 0.1 0.6 0.06
H -0.11054 3.58091 0.17967 -0.4 0.2 0.4 0.06
H -0.75776 3.39419 2.51591 -0.1 0.3 -0.1 0.05
H -0.55690 1.74195 2.64284 -0.2 -0.4 -0.6 0.06
H -2.01606 2.40304 1.82214 0.4 -0.2 -0.2 0.07
```
Forces are in eV/Å.

Calculated values
- relative energy (zero: lowest compared OMol25 entry of this formula, charge and spin) (kcal per mole) = 25.52
- lowest unoccupied orbital energy (eV) = 0.8
- calculated total energy (hartree) = -426.53211
- F_max (eV/A) = 4.5
- gap between HOMO and LUMO (eV) = 9.00
- E_HOMO (Eh) = -0.302
- SMILES = Cc1ccc(O)cc1.CC